Entry 1:
{"formula": "C36H47FeN3O10P4S", "method": "ωB97M-V/def2-TZVPD", "species": ["C", "H", "H", "C", "O", "H", "H", "H", "H", "H", "C", "C", "S", "H", "Fe", "C", "C", "O", "C", "H", "O", "C", "H", "C", "C", "H", "P", "N", "H", "O", "N", "H", "C", "H", "H", "H", "H", "H", "C", "H", "C", "H", "C", "C", "H", "C", "H", "C", "O", "H", "C", "C", "H", "H", "C", "H", "H", "O", "N", "H", "C", "C", "C", "C", "H", "C", "H", "H", "C", "C", "H", "H", "O", "H", "H", "C", "P", "H", "H", "C", "H", "O", "C", "H", "C", "H", "H", "O", "H", "O", "C", "H", "P", "C", "H", "H", "H", "C", "C", "P", "C", "H"], "positions_angstrom": [[5.30891, -0.55446, -0.77644], [-6.10024, -0.66471, -3.24151], [-0.87859, -0.77102, -5.57015], [-0.29358, 3.70921, -0.60062], [2.72676, 4.37581, 2.64255], [-2.90610, -0.63924, -1.96148], [0.68397, 3.24910, -0.51747], [5.12347, -1.28435, -4.07513], [4.51505, -3.82151, 2.94712], [-1.36147, -1.43694, -0.03945], [-0.80534, -2.20780, 0.54110], [-0.00674, -0.52601, -3.63208], [-5.47986, 1.65233, -2.94930], [3.65070, -0.05592, 0.47209], [0.90358, 0.58498, 1.46358], [-2.76954, 4.93942, -0.71017], [-6.06504, 0.03511, -2.40667], [0.69520, 2.81357, 2.01822], [-0.36738, -0.09295, -4.89911], [-3.71967, 1.90783, -4.49105], [2.90192, 2.04393, 1.50499], [-0.09700, 1.20864, -5.29705], [6.77632, -1.08900, -2.24522], [3.02392, -0.42813, -1.55054], [-2.48450, 1.23949, 1.80741], [-3.61652, 0.58278, -0.91757], [2.08312, 3.07006, 2.51812], [2.60973, -2.98702, 2.99751], [6.02807, -0.45758, 0.02584], [2.22361, 2.26649, 3.94898], [0.74297, -3.89063, -0.43123], [-3.28385, -0.61787, 1.10387], [0.65263, 0.33700, -2.76613], [-4.89225, -0.85443, 2.96432], [-5.44743, -0.37234, -1.60971], [4.14228, -2.68751, 1.62351], [-0.39357, 1.54802, -6.27989], [2.41252, -3.39605, -1.60047], [1.83368, -4.27261, -1.33070], [-7.07614, 0.17306, -2.02773], [0.33155, -2.63700, -0.36814], [-3.92423, 0.21945, -4.05903], [4.80015, -1.02009, -3.07751], [-3.85414, 1.23035, -3.64661], [4.45846, -2.05418, 3.24507], [1.74383, -2.30133, 2.25643], [0.74467, 3.09748, -4.71892], [0.92808, 1.63946, -3.16714], [2.04185, -1.72225, 1.20317], [-0.24984, -1.53298, -3.32438], [0.28200, -2.23379, 2.67765], [-2.72570, 0.35946, -1.52596], [1.43263, -4.74295, -2.22985], [-0.93834, -5.11344, -0.05676], [2.26496, -3.32969, 4.36909], [0.10983, -4.83103, 1.35636], [-4.98789, 0.86739, 4.73782], [0.83984, -1.83987, -1.25526], [-1.51956, 0.29754, -0.73031], [-3.74019, 5.41650, -0.74744], [5.72700, -0.90890, -2.04979], [-1.40226, 3.05396, -0.07269], [-4.23047, 0.00181, 2.92693], [-3.43555, 2.06511, 3.86209], [-1.75293, 1.19663, -3.24632], [-2.54069, 2.20018, 2.81381], [1.38622, -3.97237, 4.40955], [-1.86027, 3.04235, 2.78372], [-1.65922, 5.57469, -1.24646], [-0.41610, 4.95798, -1.18690], [-1.75832, 6.55321, -1.69733], [0.19350, -1.66026, 3.60081], [0.39465, 0.50069, 3.59791], [-2.63875, 2.37471, -2.30461], [0.45921, 5.46057, -1.57716], [0.09024, -4.98797, 0.28073], [1.25655, -0.14718, -1.13276], [1.43981, 2.32274, -2.49952], [2.09434, -2.42775, 4.96060], [4.02509, -2.88418, 2.68575], [2.46851, -4.98094, -0.80147], [-0.42292, -1.50057, 1.70438], [3.45893, -0.77689, -2.83028], [0.64445, -5.89492, 0.05693], [-2.63917, 3.68830, -0.12534], [-3.51595, 3.19692, 0.28118], [1.44551, 1.20247, 6.16031], [1.90594, 0.51196, 5.67712], [2.74853, -0.85173, -3.64387], [2.81555, -0.14775, 3.41396], [3.96480, -0.31735, -0.52761], [-0.15319, -3.22882, 2.82535], [1.80912, 0.72181, 4.09392], [-3.32889, 0.13718, 1.88098], [-1.42006, -3.07163, 0.80308], [-3.46689, 2.81704, 4.63969], [3.81754, 1.93318, 1.78591], [-4.28582, 0.96774, 3.92044], [-2.68009, 1.35470, -2.68709], [-1.21218, 1.32071, 0.49250], [0.54292, 2.07714, -4.42428], [3.09968, -3.87234, 4.80524]], "forces_ev_per_a": [[0.006, 0.000, -0.031], [0.007, 0.000, -0.010], [-0.009, -0.003, -0.015], [0.023, -0.011, -0.016], [0.060, -0.033, 0.024], [-0.027, -0.038, -0.010], [-0.004, 0.002, 0.018], [0.014, -0.010, -0.031], [0.013, 0.011, 0.006], [-0.013, -0.082, -0.089], [0.035, 0.000, -0.074], [0.048, -0.049, -0.090], [-0.004, 0.016, -0.017], [-0.048, -0.001, 0.041], [-0.543, 0.622, 0.352], [0.004, 0.043, -0.018], [0.008, -0.006, -0.001], [0.133, -0.080, -0.060], [0.008, -0.019, -0.024], [0.006, 0.015, 0.000], [-0.002, 0.010, 0.044], [0.019, 0.005, 0.005], [0.006, -0.003, -0.003], [-0.033, -0.047, 0.033], [-0.038, -0.139, -0.096], [0.014, 0.020, -0.013], [-0.227, 0.008, -0.027], [-0.115, -0.096, -0.056], [0.024, 0.002, 0.022], [0.028, 0.042, -0.023], [-0.208, 0.468, -0.256], [0.005, -0.005, -0.019], [0.046, 0.040, 0.024], [-0.019, -0.020, 0.005], [0.017, -0.019, 0.022], [0.017, -0.009, 0.009], [-0.008, 0.012, -0.031], [0.014, -0.016, -0.012], [0.058, 0.053, 0.023], [-0.019, 0.017, -0.004], [0.270, -0.155, 0.043], [-0.011, -0.019, -0.011], [-0.007, -0.002, 0.004], [-0.001, -0.021, 0.016], [0.030, 0.019, 0.003], [-0.101, 0.126, -0.004], [0.002, 0.034, -0.016], [0.047, 0.022, -0.012], [0.119, -0.043, -0.094], [0.013, -0.014, 0.019], [0.072, -0.148, 0.154], [-0.162, 0.069, -0.087], [0.020, 0.004, 0.002], [0.027, -0.035, 0.039], [0.004, -0.019, 0.082], [-0.012, -0.005, -0.008], [-0.016, -0.004, 0.021], [-0.114, -0.094, 0.182], [0.192, -0.069, 0.152], [-0.022, 0.009, -0.005], [0.032, 0.000, 0.012], [0.035, 0.013, 0.004], [-0.023, -0.001, 0.038], [-0.024, -0.025, 0.005], [-0.247, 0.059, 0.101], [0.084, 0.044, 0.033], [-0.035, 0.014, 0.008], [0.020, 0.020, -0.016], [0.006, -0.018, 0.004], [-0.039, 0.002, -0.002], [-0.005, 0.030, -0.013], [0.000, -0.036, 0.000], [0.375, 0.026, -0.293], [-0.013, -0.006, 0.018], [0.029, 0.018, -0.009], [-0.049, -0.007, 0.087], [0.119, -0.292, 0.066], [0.002, -0.007, 0.005], [0.017, 0.023, 0.021], [0.085, 0.069, -0.038], [0.010, 0.004, -0.035], [-0.016, -0.006, -0.094], [-0.025, -0.022, -0.042], [-0.049, -0.002, 0.018], [-0.062, -0.058, 0.049], [0.009, 0.000, 0.002], [-0.132, 0.123, 0.119], [0.072, -0.102, -0.118], [-0.025, 0.009, -0.003], [0.004, -0.046, 0.206], [0.014, 0.036, -0.011], [-0.004, 0.027, -0.019], [0.242, -0.154, 0.028], [-0.029, -0.001, -0.034], [0.034, 0.014, 0.052], [-0.005, 0.015, 0.022], [0.069, -0.131, 0.008], [0.003, 0.016, -0.003], [0.112, 0.027, -0.057], [-0.225, 0.034, -0.162], [0.007, -0.027, -0.030], [-0.021, -0.036, -0.005]], "mulliken_spin": [0.0035, 0.0000, 0.0002, 0.0236, 0.0042, 0.0019, 0.0087, 0.0001, 0.0001, -0.0037, 0.0232, 0.0027, 0.0000, -0.0034, 3.5171, 0.0009, 0.0000, 0.0697, -0.0013, 0.0000, 0.0305, 0.0020, -0.0001, -0.0052, -0.0071, 0.0009, 0.0023, 0.0013, 0.0002, 0.0012, 0.0030, 0.0010, 0.0363, -0.0002, 0.0001, 0.0000, 0.0001, 0.0002, 0.0006, 0.0000, -0.0117, 0.0001, 0.0005, -0.0008, 0.0001, 0.0011, 0.0000, 0.0029, 0.0329, 0.0011, -0.0103, 0.0056, 0.0000, -0.0003, -0.0003, 0.0003, 0.0007, -0.0099, 0.0210, 0.0003, -0.0005, -0.0141, -0.0049, -0.0036, -0.0002, 0.0074, 0.0001, 0.0028, 0.0004, 0.0002, 0.0001, 0.0025, 0.0444, 0.0006, -0.0001, 0.0001, 0.0742, 0.0001, 0.0004, 0.0007, 0.0000, 0.0327, -0.0032, 0.0000, -0.0013, 0.0000, -0.0003, -0.0016, 0.0001, 0.0089, 0.0150, 0.0005, -0.0111, 0.0073, 0.0015, -0.0001, 0.0001, 0.0069, 0.0009, 0.0865, -0.0019, 0.0000], "e_homo_ev": [-7.14, -7.35], "lumo_ha": [-0.01651, -0.01701], "charge": 0, "multiplicity": 5, "orbital_gap_ev": [6.7, 6.9]}

Entry 2:
{"formula": "C36H47FeN5P2", "method": "ωB97M-V/def2-TZVPD", "species": ["H", "H", "Fe", "C", "C", "C", "C", "C", "N", "C", "C", "H", "C", "H", "H", "C", "C", "H", "C", "H", "H", "H", "H", "H", "C", "H", "H", "H", "H", "H", "C", "H", "C", "C", "N", "H", "C", "H", "H", "H", "C", "C", "H", "H", "N", "H", "H", "H", "C", "C", "H", "H", "H", "C", "H", "C", "P", "H", "C", "H", "H", "C", "C", "C", "H", "H", "C", "H", "C", "C", "C", "H", "C", "H", "H", "H", "H", "H", "H", "N", "H", "C", "H", "C", "H", "P", "C", "C", "N", "H", "C"], "positions_angstrom": [[1.25153, -5.62614, 4.05867], [3.68247, 0.45922, -0.67979], [-0.79495, 1.19813, 1.41890], [-2.00659, 1.39515, -3.92402], [-2.68099, 0.72578, -4.94678], [3.81017, 5.67312, 0.28937], [-3.43630, 0.00988, -2.93060], [2.50712, -2.33785, -0.21184], [-3.04754, 3.17986, -1.53242], [0.22399, -1.34529, 6.01795], [1.96977, 4.85275, 1.33634], [3.01921, -1.63878, 0.47213], [-0.83300, -3.11516, 2.89314], [1.68056, -3.89258, 4.10604], [-2.07926, -5.35438, 3.01787], [1.12548, -4.64959, 3.53471], [3.14713, 2.30582, -3.37719], [-4.25858, -0.84967, -4.81203], [2.28920, 2.82382, -2.41402], [-0.95354, -6.26769, 4.06636], [-0.61121, -6.13466, 2.31704], [2.60464, 6.94015, 1.72297], [-2.50573, 0.88576, -6.00006], [-3.96887, 5.76310, -3.41835], [2.76984, 5.99493, 1.22260], [-1.10657, -4.98901, -1.91250], [-3.55812, 0.42254, 1.65942], [1.78877, -0.62161, -1.16111], [1.06333, 4.69516, 1.89600], [-3.93089, -0.48417, -2.11053], [1.04198, -4.56212, -1.86880], [-1.80936, -2.66348, -1.80188], [-1.02771, -5.59285, 3.19131], [-0.37383, -4.17034, -1.77890], [-0.29429, -4.37937, 3.47349], [2.76406, -5.38263, -0.74081], [-0.35534, -0.55248, 3.30288], [-0.66165, -3.21860, 5.45804], [-5.64365, 5.26471, -1.30719], [0.04296, 1.53539, -1.86630], [-0.76164, -2.89118, -1.63267], [-3.88797, 4.97587, -2.67962], [4.22484, 3.75676, -0.75837], [3.19056, 2.66316, -4.39152], [-2.46116, 0.96335, -2.68009], [1.58537, -4.75629, 2.52715], [0.35036, -1.63328, 7.05281], [2.86704, -3.86659, 1.13419], [2.39896, -3.60259, 0.18536], [0.15031, 0.34050, 4.23661], [-2.03203, 3.95807, -3.31941], [4.60815, 6.32172, -0.05941], [-1.24365, 2.14357, -4.04232], [1.58541, -1.70638, -1.22339], [0.44346, 4.22080, -0.88391], [-0.37555, -2.23012, 5.11609], [1.41171, 2.27481, 0.31335], [0.22700, 1.43236, 4.00218], [-0.54102, 2.42033, -1.56998], [-0.58462, 3.49864, 0.37469], [-1.91673, -3.34608, 2.90566], [0.60173, -0.09489, 5.52728], [-0.52256, -1.90518, 3.73631], [3.38855, 1.11143, -1.47375], [1.06766, -5.57507, -2.29306], [1.82548, -2.04168, -2.25217], [-4.76383, 4.68857, -1.58730], [-0.66249, 3.06579, -2.44791], [-2.50776, 0.14684, 1.87620], [-2.85881, 4.02708, -2.63215], [3.62697, 4.33564, -0.07111], [-2.43341, -0.38075, 2.86699], [-4.23245, 3.57521, -0.92593], [-4.59066, 3.02829, -0.06999], [4.56041, 0.55772, -3.29378], [1.20639, 0.57829, 6.15918], [-2.14954, -0.54396, 1.05167], [1.62337, -3.92139, -2.54088], [-0.18797, -1.58553, 0.02355], [2.50112, 3.81197, 0.57760], [1.19987, -5.41252, 0.08978], [-3.58734, -0.17241, -4.31114], [1.62467, 3.66866, -2.49750], [3.84552, 1.20299, -2.79428], [-0.51894, -2.99607, 1.84149], [-2.07493, 1.71100, -0.93993], [0.09960, 3.25971, -0.46940], [1.84172, -4.76819, -0.55191], [2.38418, 2.05911, -1.24714], [-0.41562, -0.88707, -1.55879], [0.02601, -1.77787, -1.05942]], "forces_ev_per_a": [[0.030, 0.680, -0.302], [0.090, -0.324, 0.165], [-0.385, -1.536, 1.837], [-0.352, -0.554, -0.487], [0.447, 0.316, 1.607], [-0.758, -1.363, 0.397], [0.134, -0.117, -0.867], [-1.483, 0.112, 1.071], [-0.339, 0.177, 0.961], [-0.282, 0.370, -1.192], [1.065, 0.622, 0.031], [-0.129, -0.387, -0.426], [-0.256, -1.560, -0.337], [-0.213, -0.046, -0.216], [0.081, -0.188, -0.040], [0.096, -0.217, -0.074], [-0.823, 0.065, 1.204], [-0.068, -0.049, 0.169], [0.312, -0.666, -0.452], [-0.093, 0.161, -0.397], [-0.321, 0.068, 0.085], [-0.033, -0.169, -0.101], [-0.064, -0.080, 0.080], [-0.022, -0.161, 0.137], [-0.597, -1.230, -0.442], [0.283, 0.800, -0.285], [0.599, 0.315, -0.082], [-0.020, -0.583, -0.425], [-0.029, 0.082, 0.194], [-0.063, -0.010, 0.015], [1.881, -1.363, 0.386], [-0.112, -0.011, 0.285], [0.185, 0.020, 0.021], [-0.872, 0.966, -0.122], [-0.186, 0.420, 0.284], [-0.851, 0.240, -0.170], [1.048, -0.752, 0.593], [0.093, 0.060, -0.212], [0.226, -0.399, -0.054], [0.187, 0.403, 0.004], [-0.488, -1.805, 0.813], [0.901, -1.428, 0.687], [-0.156, -0.128, 0.109], [0.180, 0.061, -0.014], [0.257, -0.589, 0.653], [-0.117, 0.025, 0.377], [0.273, 0.062, -0.027], [0.243, -0.025, -0.278], [0.460, 0.141, 0.335], [0.730, 0.223, 0.829], [-0.156, -0.090, 0.158], [-0.204, -0.265, 0.091], [0.010, -0.138, 0.036], [-0.124, 0.873, -1.136], [0.107, -0.411, 0.524], [0.249, 0.942, -0.456], [4.210, 3.195, -3.238], [0.216, -0.871, 0.169], [0.216, -0.353, 0.190], [-0.094, 0.192, -0.544], [0.323, 0.607, -0.291], [-0.435, 0.720, -0.154], [0.293, 0.202, 0.949], [-0.137, 0.310, -1.199], [0.009, 0.286, -0.286], [-0.004, 0.573, 0.456], [0.620, -0.800, 0.343], [-0.093, -0.591, 0.424], [0.013, -0.635, 0.056], [-0.737, 0.884, 0.395], [0.004, 0.425, 0.114], [-0.457, 0.606, -1.343], [-0.132, 1.007, -0.509], [-0.071, 0.068, 0.089], [-0.083, 0.181, 0.327], [-0.623, -0.185, -0.346], [-0.535, 0.030, 0.697], [-0.288, -0.233, 0.076], [-0.125, -0.565, -0.595], [-0.966, 0.300, 1.048], [0.457, 0.438, -0.001], [0.432, 0.605, 1.096], [0.092, -0.114, 0.028], [-0.725, 0.407, 1.346], [-0.064, 0.213, 0.138], [-2.563, 1.559, -5.861], [-0.239, 0.221, 0.232], [-0.229, -0.814, 0.022], [-0.036, -0.769, 0.380], [0.543, -0.039, 0.149], [0.640, 1.384, 0.097]], "mulliken_spin": [0.0000, 0.0002, 3.3813, 0.0053, -0.0009, -0.0003, -0.0009, 0.0019, 0.0090, -0.0279, -0.0021, 0.0010, 0.0315, -0.0006, -0.0001, 0.0013, -0.0008, 0.0001, 0.0024, 0.0001, -0.0002, 0.0001, 0.0004, 0.0002, 0.0011, -0.0001, 0.0179, -0.0064, 0.0029, 0.0013, 0.0007, -0.0008, 0.0000, -0.0011, 0.0002, 0.0000, 0.2684, 0.0042, -0.0001, -0.0116, -0.0107, 0.0002, 0.0001, 0.0000, 0.0218, -0.0001, -0.0013, 0.0002, -0.0010, -0.0114, 0.0003, 0.0002, 0.0000, 0.0014, -0.0106, 0.0524, -0.0423, 0.0436, -0.0549, -0.0403, -0.0048, 0.0382, 0.1682, 0.0011, 0.0001, -0.0001, 0.0026, 0.0046, 0.0292, 0.0014, -0.0001, 0.0049, -0.0001, 0.0015, 0.0000, 0.0032, 0.0188, 0.0001, 0.0314, -0.0025, 0.0000, 0.0029, 0.0006, -0.0005, 0.0386, -0.0565, 0.1126, -0.0011, -0.0004, 0.0299, -0.0490], "e_homo_ev": [-7.64, -7.80], "lumo_ha": [-0.04270, -0.04661], "charge": 0, "multiplicity": 5, "orbital_gap_ev": [6.5, 6.5]}

Results for electronic energy: -145425.1344; -98498.8601 (in eV, following the order of the records).
Results for strongest force on any atom: 0.90; 6.58 (in eV Å⁻¹, following the order of the records).